This record from the Open Molecules 2025 dataset describes the molecule CH2O2S2 in a non-equilibrium geometry. The level of theory is ωB97M-V with the def2-TZVPD basis set.

Computed properties:
Frontier orbital gap (alpha / beta): 6.6 / 6.6 eV
HOMO (alpha / beta): -0.2872 / -0.2870 hartree
Energy relative to the best compared isomer or geometry (same formula, charge and spin): 148.4 kcal/mol
Electronic energy: -985.896779 Eh

XYZ file:
```
7
Properties=species:S:1:pos:R:3:forces:R:3:lowdin_charge:R:1
C 0.86672 0.53431 -0.15666 -0.6 -0.6 0.3 -0.963
O -2.08472 -0.19279 0.56429 0.4 0.3 1.0 -0.465
O -2.47475 -1.17716 -0.37676 0.0 0.0 -0.4 -0.320
S -0.58777 1.04022 0.03955 1.7 -0.5 -0.8 1.006
S 2.08156 -0.68830 -0.07272 -0.9 1.1 -0.8 0.753
H -2.80908 0.45509 0.64823 -0.1 -0.3 -0.2 0.080
H 2.95693 -0.16798 -1.01030 -0.6 0.0 0.8 -0.091
```
Positions in Å, forces in eV/Å.